This record from OMol25 describes C20H21N3O3 in the gas phase in a non-equilibrium geometry. The level of theory is ωB97M-V with the def2-TZVPD basis set.

Last column: Mulliken charge in e.
CARTESIAN COORDINATES (ANGSTROEM)
O (2.268, 1.454, -1.548)  -0.65
C (1.158, 1.406, -1.081)  0.25
C (0.224, 2.429, -1.453)  -0.42
C (0.206, 3.463, -2.391)  -0.62
O (-1.051, 4.077, -2.367)  -0.43
C (-1.773, 3.439, -1.364)  0.20
C (-0.999, 2.482, -0.763)  0.96
C (-1.332, 1.485, 0.272)  0.63
N (-0.440, 0.534, 0.530)  -0.93
N (0.760, 0.492, -0.095)  0.82
C (1.728, -0.475, 0.371)  -1.05
C (1.710, -1.675, -0.574)  -0.59
N (2.582, -2.810, -0.181)  0.05
C (4.005, -2.470, -0.120)  -0.41
C (4.895, -3.577, 0.358)  -0.73
O (4.692, -4.780, -0.442)  -0.37
C (3.294, -5.178, -0.445)  -0.57
C (2.366, -4.060, -0.929)  -0.55
C (-2.543, 1.541, 1.095)  0.64
C (-2.473, 1.052, 2.431)  -0.61
C (-3.578, 1.073, 3.280)  -0.65
C (-4.768, 1.633, 2.811)  -0.62
C (-4.838, 2.132, 1.519)  -0.93
C (-3.749, 2.111, 0.650)  0.85
C (-4.023, 2.602, -0.711)  -1.12
C (-3.161, 3.831, -0.931)  -0.82
H (0.998, 3.683, -3.089)  0.52
H (2.741, -0.054, 0.451)  0.44
H (1.477, -0.815, 1.397)  0.31
H (0.679, -2.045, -0.587)  0.31
H (1.956, -1.325, -1.584)  0.31
H (4.179, -1.619, 0.557)  0.35
H (4.331, -2.087, -1.117)  0.31
H (5.949, -3.300, 0.305)  0.35
H (4.669, -3.856, 1.394)  0.35
H (3.130, -6.021, -1.137)  0.33
H (3.000, -5.540, 0.545)  0.32
H (1.287, -4.373, -0.844)  0.36
H (2.534, -3.906, -2.003)  0.35
H (-1.544, 0.579, 2.824)  0.34
H (-3.555, 0.661, 4.287)  0.40
H (-5.594, 1.659, 3.490)  0.40
H (-5.778, 2.594, 1.243)  0.31
H (-5.083, 2.862, -0.858)  0.40
H (-3.827, 1.816, -1.442)  0.47
H (-3.144, 4.439, -0.002)  0.42
H (-3.566, 4.438, -1.751)  0.32

SMILES: O=c1c2coc3c2c(nn1CCN1CCOCC1)-c1ccccc1CC3
Spin multiplicity: 1
Charge: 0



This record from OMol25 describes a molecular structure, C33H29ClN6O2PPtS in a non-equilibrium geometry. The level of theory is ωB97M-V with the def2-TZVPD basis set.

Last column: Mulliken charge in e.
CARTESIAN COORDINATES (ANGSTROEM)
Pt (1.515, 1.275, -1.076)  0.36
N (4.448, 5.629, 0.320)  -0.51
C (3.583, 5.052, -0.576)  0.79
C (3.899, 3.835, -1.191)  -0.56
C (3.013, 3.247, -2.079)  -1.09
C (1.788, 3.872, -2.348)  -0.25
C (1.456, 5.073, -1.736)  -0.56
C (2.348, 5.655, -0.861)  -0.66
S (0.668, 3.062, -3.427)  1.36
O (-0.362, 3.928, -3.890)  -0.64
O (1.445, 2.270, -4.326)  -0.69
N (0.058, 1.927, -2.342)  -0.18
C (-0.959, 2.106, -1.510)  -0.12
N (0.050, 0.276, -0.153)  -0.29
C (-1.938, 2.372, 1.894)  -0.62
C (-2.382, 3.388, 1.104)  -0.39
C (-2.280, 3.705, -0.298)  0.02
N (-1.591, 3.241, -1.307)  -0.36
H (5.413, 5.346, 0.286)  0.23
H (4.315, 6.603, 0.532)  0.23
H (4.856, 3.371, -0.987)  0.31
H (3.302, 2.378, -2.672)  1.19
H (0.506, 5.540, -1.959)  0.53
H (2.100, 6.597, -0.388)  0.34
H (-0.287, 1.035, 2.053)  0.25
H (-2.995, 4.101, 1.652)  0.36
H (-2.860, 4.585, -0.571)  0.46
Cl (-1.094, 1.092, 0.902)  0.68
C (-1.321, 0.826, -0.811)  0.44
C (-2.175, -0.231, -1.462)  0.73
C (-1.915, -0.384, -2.942)  -0.92
C (-1.694, -1.673, -3.209)  -1.11
C (-1.753, -2.442, -1.963)  -0.32
C (-2.038, -1.644, -0.920)  -0.51
P (-1.916, -2.066, 0.845)  0.63
C (-3.664, -2.234, 1.351)  0.20
C (-3.912, -2.618, 2.671)  -0.28
C (-5.206, -2.673, 3.161)  -0.66
C (-6.274, -2.320, 2.345)  -0.46
C (-6.039, -1.926, 1.038)  -0.78
C (-4.741, -1.888, 0.542)  -0.30
C (-1.326, -3.795, 0.742)  -0.26
C (0.033, -3.970, 0.473)  0.05
C (0.580, -5.240, 0.403)  -0.61
C (-0.222, -6.353, 0.624)  -0.49
C (-1.569, -6.187, 0.904)  -0.68
C (-2.123, -4.913, 0.956)  -0.31
H (-3.220, 0.104, -1.349)  0.41
H (-1.975, 0.430, -3.648)  0.59
H (-1.520, -2.099, -4.186)  0.51
H (-1.585, -3.508, -1.898)  0.60
H (-3.083, -2.876, 3.321)  0.41
H (-5.382, -2.983, 4.183)  0.40
H (-7.285, -2.356, 2.728)  0.40
H (-6.867, -1.659, 0.394)  0.40
H (-4.578, -1.616, -0.494)  0.39
H (0.663, -3.100, 0.318)  0.40
H (1.633, -5.365, 0.183)  0.42
H (0.204, -7.347, 0.579)  0.38
H (-2.198, -7.051, 1.075)  0.41
H (-3.180, -4.797, 1.155)  0.38
N (5.899, -1.091, 2.617)  -0.45
C (4.941, -0.602, 1.807)  1.26
C (3.578, -0.718, 2.123)  -0.94
C (2.636, -0.204, 1.272)  -0.21
N (2.943, 0.429, 0.125)  -0.19
C (4.246, 0.516, -0.196)  -0.45
C (5.255, 0.029, 0.591)  -0.91
H (5.666, -1.531, 3.488)  0.20
H (6.872, -0.997, 2.387)  0.20
H (3.258, -1.219, 3.027)  0.38
H (1.583, -0.312, 1.490)  0.35
H (4.477, 0.970, -1.150)  0.75
H (6.280, 0.123, 0.262)  0.36

Spin multiplicity: 1
Charge: +1



This record from OMol25 describes 3 unconnected molecules or ions with the total composition C21H44N3O4 in a non-equilibrium geometry. The level of theory is ωB97M-V with the def2-TZVPD basis set.

Last column: Mulliken spin population.
CARTESIAN COORDINATES (ANGSTROEM)
N (-4.769, -2.446, 0.410)  0.00
C (-4.107, -3.510, 1.250)  0.00
C (-4.921, -4.811, 1.256)  0.00
O (-4.168, -5.877, 0.699)  0.00
C (-4.317, -6.054, -0.637)  0.00
O (-5.280, -5.705, -1.255)  0.00
H (-5.200, -2.828, -0.436)  0.00
H (-4.062, -1.764, 0.092)  0.01
H (-5.452, -1.896, 0.934)  0.00
H (-3.116, -3.698, 0.840)  0.00
H (-4.000, -3.111, 2.258)  0.00
H (-5.157, -5.088, 2.285)  0.00
H (-5.876, -4.679, 0.741)  0.00
H (-3.437, -6.526, -1.087)  0.00
C (-0.419, 2.551, -1.229)  0.02
C (-1.211, 1.246, -1.449)  -0.01
C (-0.837, 0.613, -2.791)  0.04
C (-1.404, 1.354, -3.999)  -0.02
C (-2.913, 1.551, -3.866)  0.03
C (-3.323, 2.220, -2.551)  0.01
N (-2.692, 1.493, -1.399)  0.46
O (-3.347, 0.424, -1.098)  0.46
C (-2.927, 3.703, -2.559)  0.01
C (-4.838, 2.184, -2.394)  0.00
C (-0.816, 0.317, -0.310)  -0.02
H (-0.185, 3.071, -2.156)  0.00
H (-0.961, 3.236, -0.578)  -0.02
H (0.531, 2.325, -0.747)  0.01
H (-1.200, -0.421, -2.810)  0.00
H (0.252, 0.564, -2.853)  0.00
H (-0.905, 2.317, -4.128)  0.00
H (-1.193, 0.783, -4.904)  0.00
H (-3.290, 2.157, -4.692)  0.00
H (-3.407, 0.577, -3.940)  0.01
H (-3.095, 4.155, -1.581)  -0.01
H (-3.547, 4.230, -3.283)  0.00
H (-1.895, 3.881, -2.844)  0.00
H (-5.236, 1.175, -2.477)  0.00
H (-5.288, 2.787, -3.181)  0.00
H (-5.141, 2.597, -1.431)  0.00
H (-1.104, 0.735, 0.656)  0.00
H (0.267, 0.199, -0.313)  0.01
H (-1.257, -0.675, -0.406)  0.01
C (4.019, -1.165, 3.584)  0.01
C (3.654, -0.904, 2.109)  0.01
C (4.810, -1.313, 1.192)  0.03
C (5.998, -0.355, 1.241)  -0.02
C (5.552, 1.084, 0.989)  0.03
C (4.422, 1.539, 1.914)  0.02
N (3.306, 0.537, 1.882)  0.42
O (2.572, 0.685, 0.832)  0.51
C (4.950, 1.746, 3.341)  0.01
C (3.883, 2.889, 1.457)  -0.01
C (2.428, -1.757, 1.803)  -0.01
H (5.082, -1.063, 3.787)  0.00
H (3.476, -0.493, 4.249)  -0.01
H (3.747, -2.184, 3.857)  0.00
H (4.443, -1.366, 0.162)  0.00
H (5.126, -2.323, 1.465)  0.00
H (6.516, -0.433, 2.201)  0.00
H (6.726, -0.647, 0.482)  0.00
H (6.395, 1.768, 1.110)  0.00
H (5.220, 1.175, -0.050)  0.00
H (4.129, 1.944, 4.032)  -0.01
H (5.613, 2.610, 3.353)  0.00
H (5.524, 0.908, 3.725)  0.00
H (3.573, 2.874, 0.415)  0.00
H (4.669, 3.636, 1.565)  0.00
H (3.032, 3.196, 2.066)  0.00
H (1.579, -1.453, 2.419)  0.00
H (2.662, -2.798, 2.025)  0.00
H (2.137, -1.692, 0.757)  0.01

Spin multiplicity: 3
Charge: +1



This record from OMol25 describes 4 unconnected molecules or ions with the total composition CH10N2O3 in a non-equilibrium geometry. The level of theory is ωB97M-V with the def2-TZVPD basis set.

Last column: Mulliken charge in e.
CARTESIAN COORDINATES (ANGSTROEM)
H (1.366, 0.297, 3.640)  0.21
N (1.946, -0.073, 2.916)  -0.56
C (3.057, -0.548, 3.303)  0.05
N (3.854, -1.218, 2.422)  -0.39
H (3.573, -0.212, 4.205)  0.29
H (4.669, -1.710, 2.744)  0.23
H (3.415, -1.644, 1.620)  0.21
O (-5.416, 2.602, -3.745)  -0.65
H (-5.005, 2.716, -2.883)  0.31
H (-4.881, 1.917, -4.163)  0.34
O (0.594, -1.106, 0.049)  -0.69
H (1.241, -0.894, 0.738)  0.34
H (-0.236, -1.068, 0.535)  0.31
O (-3.045, 0.457, -4.023)  -0.63
H (-3.036, 0.005, -3.168)  0.32
H (-2.095, 0.479, -4.191)  0.32

SMILES: [H]/N=C/N.O.O.O
Spin multiplicity: 1
Charge: 0



This record from OMol25 describes 2 unconnected molecules or ions with the total composition C11H17N2 in a non-equilibrium geometry. The level of theory is ωB97M-V with the def2-TZVPD basis set.

Last column: Mulliken charge in e.
CARTESIAN COORDINATES (ANGSTROEM)
C (-2.454, -0.403, 0.780)  -0.24
C (-2.119, -1.816, 1.216)  -1.11
N (-1.904, 0.656, 1.754)  -0.20
H (-1.909, -0.123, -0.119)  0.27
H (-3.531, -0.246, 0.773)  0.39
H (-2.181, -2.397, 0.294)  0.31
H (-2.924, -2.255, 1.806)  0.38
H (-0.884, 0.836, 1.519)  -0.17
H (-2.364, 1.531, 1.495)  0.41
H (-1.998, 0.516, 2.763)  0.38
H (-1.133, -1.939, 1.656)  0.36
C (1.251, -1.634, -2.596)  -1.32
C (1.287, 0.088, -0.712)  1.08
C (1.403, -0.227, -2.111)  0.32
C (0.970, 1.487, -0.636)  0.08
C (1.320, 0.949, -2.802)  -0.76
C (1.362, -0.131, 1.678)  -0.49
C (0.949, 1.208, 1.766)  -0.94
C (1.581, -0.691, 0.434)  -0.50
C (0.889, 2.029, 0.638)  -0.62
N (1.061, 1.977, -1.916)  -0.07
H (1.750, -0.632, 2.547)  0.43
H (0.776, 1.750, 2.691)  0.55
H (2.056, -1.639, 0.220)  0.51
H (0.764, 3.097, 0.809)  0.29
H (1.219, -2.446, -1.857)  0.36
H (2.202, -1.967, -3.043)  0.33
H (1.500, 1.150, -3.843)  0.43
H (0.749, 2.928, -2.055)  0.24
H (0.311, -1.654, -3.149)  0.29

Spin multiplicity: 1
Charge: +1



Number 1: energy -31691.7270 eV. Number 2: energy -83602.5166 eV. Number 3: energy -35141.5911 eV. Number 4: energy -10321.7102 eV. Number 5: energy -14656.1893 eV.